# 1
Computed, not measured: a molecular structure, C15H22IrN3O2S, with ωB97M-V with the def2-TZVPD basis set.

The value obtained for the HOMO-LUMO gap (alpha / beta) is 4.743 / 4.400 eV. Its expectation value of S² is 0.76. The highest occupied orbital energy (alpha / beta) is -18.10 / -18.10 eV. As for the relative energy (zero: lowest compared OMol25 entry of this formula, charge and spin): 0.00 kcal per mole. Its multiplicity is 2. Its lowest unoccupied orbital energy (alpha / beta) is -0.4910 / -0.5033 Ha. As for the net charge: +3. Its calculated total energy is -1400.8387 a.u.

Positions of all 44 atoms, in Å:
1 Ir -1.07877 0.62724 -0.16278
2 C -4.03739 -2.81736 0.86228
3 C -3.11830 -2.15135 -0.20196
4 C -3.82250 -2.02004 -1.54517
5 C -2.71310 -0.85980 0.42122
6 C -3.29727 0.39088 0.07753
7 C -2.86954 1.58551 0.68739
8 C -1.90188 1.59257 1.75001
9 C -1.48773 2.86927 2.39228
10 C -1.30017 0.34710 2.07967
11 C -1.65924 -0.83036 1.40413
12 H -4.34434 -3.78588 0.46925
13 H -4.93412 -2.22128 1.03561
14 H -3.52862 -2.98661 1.81174
15 H -2.22264 -2.77263 -0.29858
16 H -4.79793 -1.53983 -1.45008
17 H -4.00162 -3.01425 -1.95016
18 H -3.22112 -1.47565 -2.27758
19 H -4.01196 0.43853 -0.73458
20 H -3.26484 2.53369 0.34019
21 H -0.66111 3.33210 1.84408
22 H -1.14667 2.69179 3.41190
23 H -2.31362 3.57980 2.39885
24 H -0.48603 0.32745 2.79476
25 H -1.11753 -1.74879 1.60338
26 N 0.87393 0.60085 -0.16299
27 C 2.05043 0.58618 -0.23454
28 N 3.30813 0.57309 -0.30951
29 C 4.17284 0.24310 0.87882
30 C 5.33433 -0.62059 0.40126
31 O 6.00153 0.01243 -0.65983
32 C 5.19872 0.09489 -1.80950
33 C 4.01843 1.02512 -1.56002
34 H 3.55847 -0.27019 1.61616
35 H 4.53219 1.19255 1.27626
36 H 4.98142 -1.61652 0.10868
37 H 6.04280 -0.72872 1.22074
38 H 4.85097 -0.89771 -2.11923
39 H 5.80705 0.51578 -2.60817
40 H 3.30384 1.01455 -2.38106
41 H 4.35747 2.04324 -1.36610
42 O 0.71247 1.73649 -3.53328
43 S -0.68711 1.44257 -3.46592
44 N -1.07987 0.96076 -2.05519

natural (NBO) population analysis, charges in e, atoms 1 to 5: number 1, Ir, carries 1.000; number 2, C, carries -0.591; number 3, C, carries -0.282; number 4, C, carries -0.621; number 5, C, carries 0.153


# 2
Computed, not measured: a molecular structure, C15H22Li3N6O15 at a distorted geometry, with ωB97M-V with the def2-TZVPD basis set.

The value obtained for the HOMO-LUMO gap is 3.569 eV. The highest occupied orbital energy is 0.92 eV. Its lowest unoccupied orbital energy is 0.1648 Ha. As for the net charge: -3. Its calculated total energy is -2064.7132 a.u.

Positions of all 61 atoms, in Å:
1 Li -5.47027 -8.00195 -18.98335
2 Li -5.33239 -9.04448 -16.49338
3 Li -6.48952 -6.38812 -16.80749
4 C -8.51798 -7.76590 -21.65292
5 C -9.36652 -6.74152 -22.03165
6 C -9.43199 -5.39572 -21.17495
7 O -10.06677 -4.27767 -21.52737
8 C -8.60983 -5.16085 -20.14470
9 C -7.73439 -6.19885 -19.68339
10 C -7.83509 -7.61579 -20.36481
11 O -7.35304 -8.52836 -19.75249
12 O -6.93475 -6.02074 -18.74813
13 O -9.98054 -6.96427 -23.14273
14 H -8.40981 -8.66293 -22.24456
15 H -8.63550 -4.21512 -19.62381
16 C -8.54538 -7.94160 -14.42712
17 C -9.53567 -8.43188 -13.64423
18 C -10.49399 -9.46822 -14.34646
19 O -11.47539 -10.04590 -13.74463
20 C -10.23229 -9.90982 -15.62778
21 C -9.14547 -9.53616 -16.36749
22 C -8.16287 -8.46627 -15.77834
23 O -7.10374 -8.16211 -16.31129
24 O -8.96039 -10.10652 -17.43942
25 O -9.58761 -7.89412 -12.49628
26 H -7.95080 -7.14066 -14.01313
27 H -10.88146 -10.69755 -15.98058
28 O -4.72487 -7.21442 -17.29182
29 H -3.83591 -7.03675 -16.92752
30 O -5.41321 -9.84263 -18.27974
31 H -4.94313 -10.68733 -18.42131
32 O -1.06175 -7.10475 -17.83393
33 H -0.90044 -7.33439 -16.91880
34 H -1.97825 -7.33792 -17.98191
35 O -4.40070 -4.95025 -18.62613
36 H -5.32670 -4.72097 -18.70484
37 H -4.40281 -5.83658 -18.26464
38 C -2.61005 -9.94593 -16.30441
39 O -3.21362 -9.09051 -15.74995
40 N -1.37628 -10.22777 -15.89003
41 N -3.03422 -10.84607 -17.05203
42 H -0.99290 -9.57581 -15.22066
43 H -0.86919 -11.05904 -16.15825
44 H -2.44600 -11.58641 -17.40703
45 H -3.95868 -10.65179 -17.40940
46 C -1.98451 -3.03593 -17.04719
47 O -1.03761 -2.43970 -16.65067
48 N -2.77943 -3.77106 -16.23451
49 N -2.36330 -2.98726 -18.27566
50 H -2.64349 -3.58067 -15.25199
51 H -3.61278 -4.30261 -16.44213
52 H -3.05855 -3.66838 -18.54551
53 H -1.81703 -2.42316 -18.91087
54 C -3.68871 -7.10673 -12.54083
55 O -3.93349 -6.90057 -11.39698
56 N -4.57637 -7.51130 -13.43533
57 N -2.54198 -7.01431 -13.09919
58 H -5.51350 -7.61654 -13.07365
59 H -4.34906 -7.84716 -14.36034
60 H -1.78496 -6.90713 -12.43924
61 H -2.44895 -7.05476 -14.10408

natural (NBO) population analysis, charges in e, atoms 1 to 5: number 1, Li, carries 0.910; number 2, Li, carries 0.904; number 3, Li, carries 0.927; number 4, C, carries -0.531; number 5, C, carries 0.393


# 3
Computed, not measured: a single C15H22N2O3 molecule, with ωB97M-V with the def2-TZVPD basis set.

The value obtained for the HOMO-LUMO gap is 8.852 eV. The highest occupied orbital energy is -8.24 eV. As for the relative energy (zero: lowest compared OMol25 entry of this formula, charge and spin): 51.15 kcal per mole. As for the SMILES: COCCOCCn1c(CCCO)nc2ccccc21. Its lowest unoccupied orbital energy is 0.0225 Ha. Its calculated total energy is -919.9971 a.u.

Positions of all 42 atoms, in Å:
1 C 0.93650 -0.70444 -3.27244
2 O -0.11267 -0.74230 -4.21351
3 C -1.30714 -1.29323 -3.72657
4 C -2.04426 -0.39263 -2.72717
5 O -1.58043 -0.67057 -1.42733
6 C -2.10789 0.17846 -0.43929
7 C -1.44995 -0.18232 0.89630
8 N -0.03328 0.05518 0.85451
9 C 0.63841 1.23047 1.07812
10 C -0.00810 2.47823 1.57160
11 C 0.19574 2.64590 3.08436
12 C -0.53862 1.57051 3.88569
13 O -1.93104 1.56705 3.64707
14 N 1.91946 1.13825 0.86040
15 C 2.14121 -0.15110 0.45132
16 C 3.31865 -0.79080 0.08181
17 C 3.23575 -2.11442 -0.29410
18 C 2.01770 -2.79729 -0.30643
19 C 0.83701 -2.18071 0.05554
20 C 0.91207 -0.85007 0.43287
21 H 1.80549 -0.31628 -3.79965
22 H 1.15756 -1.70570 -2.88657
23 H 0.70560 -0.05391 -2.42481
24 H -1.93423 -1.44214 -4.60855
25 H -1.11946 -2.26125 -3.24084
26 H -3.12810 -0.57954 -2.78352
27 H -1.86220 0.66127 -2.98593
28 H -3.19981 0.05351 -0.36291
29 H -1.89981 1.23032 -0.69473
30 H -1.90642 0.39310 1.70456
31 H -1.60852 -1.24612 1.08629
32 H -1.07480 2.47544 1.34456
33 H 0.46074 3.32137 1.06240
34 H 1.26034 2.58682 3.30928
35 H -0.16751 3.63254 3.38534
36 H -0.33715 1.70651 4.95708
37 H -0.18793 0.57768 3.59596
38 H -2.29023 2.41839 3.92167
39 H 4.25681 -0.25972 0.09402
40 H 4.13173 -2.64174 -0.58748
41 H 2.00174 -3.83467 -0.60825
42 H -0.10296 -2.71005 0.02932

natural (NBO) population analysis, charges in e, atoms 1 to 5: number 1, C, carries -0.253; number 2, O, carries -0.534; number 3, C, carries -0.079; number 4, C, carries -0.094; number 5, O, carries -0.552


- What is the calculated total energy in the second record?
  -2064.7132 a.u.